# 1
Here is a 2-piece molecular cluster, C2H6N3O overall from the Open Molecules 2025 dataset. Energies are from ωB97M-V/def2-TZVPD.

Properties
Total charge = +1
HOMO-LUMO gap = 9.831 eV
ΔE to the lowest compared entry with this formula, charge and spin = 87.1 kcal/mol
F_max = 0.08979 Eh/bohr

```
12
Properties=species:S:1:pos:R:3:forces:R:3
C 1.671 -0.434 0.655 -0.242 2.405 0.357
C -0.266 0.469 0.749 0.990 -2.547 2.029
N 1.028 0.674 0.497 0.816 2.353 -1.638
N -0.283 -0.806 1.216 -3.555 0.505 0.381
N -0.988 0.667 -1.600 2.515 -3.872 0.014
O 0.923 -1.341 1.160 -0.323 -3.181 0.289
H 2.715 -0.568 0.578 0.902 -0.450 -0.230
H -1.045 1.143 1.069 -0.027 0.240 -0.789
H -1.080 -1.420 1.522 1.385 0.701 -0.366
H -1.711 1.129 -2.116 0.363 0.926 -0.561
H -1.023 -0.354 -1.970 -0.315 2.059 0.893
H 0.059 0.842 -1.761 -2.509 0.861 -0.379
```
Positions in Å, forces in eV/Å.

***

# 2
Here is a 2-piece molecular cluster, C2H6N3O overall from the Open Molecules 2025 dataset. Energies are from ωB97M-V/def2-TZVPD.

Properties
Total charge = +1
Multiplicity = 3
HOMO-LUMO gap (alpha / beta) = 8.255 / 7.106 eV
ΔE to the lowest compared entry with this formula, charge and spin = 75.9 kcal/mol
F_max = 0.14668 Eh/bohr

```
12
Properties=species:S:1:pos:R:3:forces:R:3
C 2.430 -0.036 -0.262 2.840 0.080 0.249
C 1.036 0.161 0.087 -0.251 1.150 -2.132
N -3.670 -0.492 0.344 -4.919 0.793 5.662
N -1.676 0.557 -0.042 5.751 3.494 0.284
N -2.645 -0.028 0.029 -1.055 -2.696 -4.434
O 0.559 1.072 0.769 -0.229 -1.044 0.172
H 3.103 0.649 0.345 -0.708 -0.954 -0.767
H 2.759 0.033 -1.392 -1.328 0.008 2.063
H 2.624 -1.113 -0.001 0.135 0.809 -0.158
H 0.408 -0.479 -0.556 -0.595 -0.112 0.720
H -4.126 -1.304 0.055 -0.386 -1.984 -1.801
H -0.803 0.980 0.625 0.745 0.456 0.143
```
Positions in Å, forces in eV/Å.

***

# 3
Here is an isolated ion of composition C2H6N3O2 and charge +1 from the Open Molecules 2025 dataset. Energies are from ωB97M-V/def2-TZVPD.

Properties
SMILES = [NH3+]/C=C/N[N+](=O)[O-]
Total charge = +1
HOMO-LUMO gap = 9.010 eV
ΔE to the lowest compared entry with this formula, charge and spin = 111.7 kcal/mol
F_max = 0.15170 Eh/bohr

```
13
Properties=species:S:1:pos:R:3:forces:R:3
N -0.374 1.987 -1.183 -0.396 -0.017 -0.308
C -0.158 1.266 0.054 0.598 -7.670 1.292
C -0.021 -0.329 0.031 -0.114 7.250 -0.998
N 0.108 -1.144 1.065 -0.292 0.560 0.095
N 0.580 -2.502 0.853 -0.421 0.967 0.204
O 0.814 -2.777 -0.275 0.252 -0.412 -0.917
O 0.656 -3.134 1.846 0.105 -0.585 0.871
H -0.073 2.961 -1.032 -0.001 -0.275 -0.300
H -1.366 2.009 -1.479 0.374 0.083 -0.028
H 0.186 1.578 -1.941 -0.136 0.288 0.078
H -0.466 1.727 0.971 -0.050 0.387 0.007
H 0.175 -0.770 -0.937 -0.061 -0.218 0.016
H -0.059 -0.872 2.028 0.141 -0.360 -0.012
```
Positions in Å, forces in eV/Å.

***

# 4
Here is C2H6N3O2S2 as an isolated structure from the Open Molecules 2025 dataset. Energies are from ωB97M-V/def2-TZVPD.

Properties
Total charge = +1
HOMO-LUMO gap = 9.420 eV
ΔE to the lowest compared entry with this formula, charge and spin = 0.0 kcal/mol
F_max = 0.09954 Eh/bohr

```
15
Properties=species:S:1:pos:R:3:forces:R:3
C 1.735 -0.838 0.720 0.231 0.082 -0.075
C 0.312 0.174 -0.763 -2.649 1.742 -4.019
N 2.265 0.353 0.714 -0.053 -0.158 0.074
N 0.789 -1.027 -0.191 0.195 -0.398 0.040
N -2.359 -0.248 -0.546 0.476 0.384 0.271
O -1.002 0.418 1.479 -0.296 -0.247 0.227
O -1.400 2.116 -0.305 -0.248 0.004 -0.277
S 1.581 1.424 -0.459 0.089 -0.196 -0.249
S -1.231 0.768 0.114 0.484 -0.599 -0.533
H 2.057 -1.622 1.390 0.025 -0.007 0.015
H -0.107 0.206 -2.112 1.713 -0.452 4.222
H 3.014 0.672 1.316 -0.089 -0.233 0.055
H 0.210 -1.858 -0.219 0.166 -0.022 0.058
H -2.942 -0.714 0.131 -0.025 -0.120 0.388
H -2.921 0.176 -1.269 -0.018 0.219 -0.196
```
Positions in Å, forces in eV/Å.

***

# 5
Here is an isolated molecule of C2H6N3P3 from the Open Molecules 2025 dataset. Energies are from ωB97M-V/def2-TZVPD.

Properties
HOMO-LUMO gap (alpha / beta) = 6.312 / 6.309 eV
ΔE to the lowest compared entry with this formula, charge and spin = 48.6 kcal/mol
F_max = 0.08364 Eh/bohr

```
14
Properties=species:S:1:pos:R:3:forces:R:3
C 1.123 1.138 0.300 -1.134 2.267 -1.168
C -0.963 -0.822 -0.412 2.412 -1.121 -3.380
N 2.539 -3.496 -0.970 -0.859 -0.234 -2.841
N 1.611 -1.526 0.491 1.080 -0.737 0.968
N 1.463 -0.557 -2.025 0.943 -2.275 -1.352
P 1.967 -3.089 -2.375 0.198 2.784 2.407
P 2.675 -2.654 0.467 -0.611 0.824 1.000
P 0.914 -0.480 -0.570 -2.874 0.144 0.708
H 1.297 2.048 -0.351 0.383 -1.441 0.007
H 0.335 1.639 0.917 -0.083 -1.492 -0.269
H 1.946 1.017 0.943 1.267 -0.098 0.719
H -1.381 -0.999 0.478 -1.078 0.266 4.116
H -1.500 -0.051 -0.942 -0.148 0.141 -0.317
H -1.189 -1.840 -0.832 0.505 0.971 -0.598
```
Positions in Å, forces in eV/Å.

***

# 6
Here is an isolated molecule of C2H6N4 from the Open Molecules 2025 dataset. Energies are from ωB97M-V/def2-TZVPD.

Properties
HOMO-LUMO gap = 9.501 eV
ΔE to the lowest compared entry with this formula, charge and spin = 98.0 kcal/mol
F_max = 0.01819 Eh/bohr

```
12
Properties=species:S:1:pos:R:3:forces:R:3
C 1.008 0.582 -1.689 0.090 -0.015 0.067
N -0.491 -1.167 1.802 -0.009 -0.112 -0.046
C -0.741 0.066 1.247 0.267 0.313 -0.504
N -0.763 0.375 -0.285 0.348 -0.412 0.764
N -1.861 0.239 0.371 -0.204 0.045 -0.232
N -0.421 0.408 -1.486 -0.411 0.078 0.003
H -0.938 -1.952 1.353 0.106 0.075 -0.031
H 0.431 -1.345 2.169 -0.141 0.032 -0.021
H -0.353 0.906 1.817 -0.025 -0.010 -0.053
H 1.186 1.545 -2.174 0.018 -0.028 0.044
H 1.362 -0.196 -2.369 -0.009 0.032 0.052
H 1.582 0.539 -0.757 -0.031 0.002 -0.045
```
Positions in Å, forces in eV/Å.

***

# 7
Here is an isolated molecule of C2H6N4 from the Open Molecules 2025 dataset. Energies are from ωB97M-V/def2-TZVPD.

Properties
SMILES = [H]/N=C\N/C=N\N
HOMO-LUMO gap = 9.626 eV
ΔE to the lowest compared entry with this formula, charge and spin = 70.0 kcal/mol
F_max = 0.12800 Eh/bohr

```
12
Properties=species:S:1:pos:R:3:forces:R:3
H -2.161 1.004 0.891 0.594 0.368 -0.388
N -2.510 0.263 0.299 0.994 -2.750 -0.950
C -1.609 -0.575 -0.174 -3.328 2.853 1.569
N -0.293 -0.401 -0.249 0.687 1.989 0.129
C 0.376 0.855 -0.232 3.836 -5.215 1.186
N 1.666 0.794 -0.046 0.036 -1.812 0.394
N 2.097 -0.628 0.179 -3.714 0.236 1.492
H -1.882 -1.528 -0.566 -0.820 -0.593 -0.348
H 0.250 -1.247 -0.271 0.464 0.374 -0.683
H -0.038 1.784 -0.214 -1.709 2.107 -0.490
H 3.072 -0.825 0.322 0.222 0.962 0.326
H 1.434 -1.066 0.999 2.737 1.483 -2.238
```
Positions in Å, forces in eV/Å.

***

# 8
Here is an isolated molecule of C2H6N4 from the Open Molecules 2025 dataset. Energies are from ωB97M-V/def2-TZVPD.

Properties
SMILES = C=C(N)/N=N/N
HOMO-LUMO gap (alpha / beta) = 7.362 / 7.359 eV
ΔE to the lowest compared entry with this formula, charge and spin = 125.8 kcal/mol
F_max = 0.12371 Eh/bohr

```
12
Properties=species:S:1:pos:R:3:forces:R:3
C -0.410 -2.077 0.196 -0.385 -0.531 0.353
C -0.361 -0.760 0.063 -5.109 2.863 -2.483
N -1.748 0.197 -0.080 1.115 -2.651 1.547
N 0.581 0.029 -0.363 3.868 2.575 0.771
N 0.847 1.244 -0.570 -0.695 -1.371 0.332
N 1.660 1.812 0.348 0.047 -0.454 -0.712
H -1.281 -2.567 0.599 -0.226 0.167 -0.270
H 0.398 -2.709 -0.137 0.353 0.149 0.370
H -1.634 1.194 -0.238 0.883 -0.467 0.007
H -2.368 -0.183 -0.786 0.416 -0.226 0.146
H 2.148 2.617 -0.018 -0.060 -0.023 0.077
H 2.167 1.202 0.988 -0.206 -0.030 -0.137
```
Positions in Å, forces in eV/Å.

***

# 9
Here is a 2-piece molecular cluster, C2H6N4 overall from the Open Molecules 2025 dataset. Energies are from ωB97M-V/def2-TZVPD.

Properties
Total charge = +2
HOMO-LUMO gap = 11.898 eV
ΔE to the lowest compared entry with this formula, charge and spin = 27.7 kcal/mol
F_max = 0.14607 Eh/bohr

```
12
Properties=species:S:1:pos:R:3:forces:R:3
C 0.572 1.839 -1.420 -1.592 -1.402 1.822
C -0.413 -1.733 1.532 7.190 -1.342 -1.707
N 0.692 -1.915 1.198 -4.982 1.016 1.573
N 0.115 1.252 -0.466 0.872 1.387 -2.997
N 1.130 2.243 -2.477 2.206 -1.375 1.455
N -1.540 -1.860 1.998 -2.475 2.345 2.238
H 1.573 -1.958 0.856 3.108 -0.088 -1.266
H -0.177 1.732 0.360 -0.044 0.391 0.995
H 0.702 2.730 -3.239 -0.369 0.310 -0.655
H 2.141 1.930 -2.459 -1.002 1.014 -0.821
H -1.745 -1.094 2.729 -1.044 -2.091 -1.286
H -2.013 -2.560 1.449 -1.868 -0.165 0.648
```
Positions in Å, forces in eV/Å.